Entry 1:
Molecular formula: C23H20N8O3S2SbSe4Tc
Method: DFT, ωB97M-V/def2-TZVPD

```
62
Properties=species:S:1:pos:R:3:forces:R:3
H 2.87921 -3.49245 0.09053 -0.01 -0.03 -0.01
C -0.43682 -4.08273 1.97876 0.00 -0.07 -0.05
O -0.03467 -0.72843 -1.38207 0.53 0.60 0.26
C 1.20791 -4.79944 0.36481 -0.03 0.00 0.00
N 2.20920 -0.53523 0.28981 -0.25 0.71 0.31
C 1.94330 -3.66017 0.61192 0.11 -0.11 -0.09
C 0.97125 3.77902 1.22908 -0.44 0.40 0.37
H -3.10888 2.36068 -3.38380 -0.01 -0.01 -0.04
H -0.05325 6.85748 1.06395 0.00 -0.04 -0.02
H 0.54929 2.47427 2.73150 -0.03 -0.14 0.08
N 2.47893 0.51719 -1.58562 -0.18 0.11 0.33
H -0.32380 -6.90692 0.26454 0.03 -0.02 0.03
O 3.77762 -1.51814 2.01652 0.05 0.22 -0.20
S 2.40579 -1.23105 1.75479 -0.49 -0.99 0.75
C 3.11518 0.92495 -2.67020 0.36 -0.07 -0.23
C -3.14483 -2.49924 -1.81468 0.04 -0.06 0.02
C -2.19969 0.11781 -1.99846 -0.01 -0.10 0.02
Se -3.09617 1.26900 1.24342 0.81 -0.09 0.34
Se -0.76483 0.54027 1.43678 -0.55 -0.22 -0.05
C 4.97782 -0.34051 -1.95264 -0.09 -0.01 0.10
H -4.23544 0.62165 -2.50055 0.04 -0.05 0.03
H -1.49609 -6.40207 1.39023 0.01 -0.02 0.07
S 1.99728 2.64741 0.43152 -0.01 -0.22 -0.47
H 2.57697 1.58107 -3.34320 0.02 0.01 0.00
H -0.89539 3.80138 3.97202 -0.04 -0.05 0.07
Sb -2.67742 0.08402 3.49151 -0.86 -0.82 0.29
C 0.03262 5.85131 1.46086 -0.15 0.09 0.18
C -3.54375 -0.17804 -2.25384 0.07 0.08 -0.02
C 1.49359 -2.72827 1.53800 0.20 0.30 -0.12
H -1.11809 -3.01911 -1.28493 0.00 -0.01 0.01
C 3.11628 -0.30381 -0.69822 -0.10 0.16 -0.56
H 0.32155 3.90697 -1.55041 -0.04 -0.01 0.04
H 4.96336 0.80822 -3.78327 -0.03 0.01 0.02
C -0.65092 5.49625 2.62532 0.05 0.07 -0.13
C 4.41457 0.50367 -2.90546 -0.23 0.02 0.11
C -1.81261 -2.23619 -1.56135 -0.01 0.04 -0.01
C -1.33090 -0.92880 -1.64024 -0.46 0.02 -0.13
H 5.99283 -0.70076 -2.08557 -0.05 -0.03 0.06
Se -3.49226 -2.13523 3.54538 0.25 0.69 -0.14
C -0.00057 -5.03092 1.04408 0.10 0.06 0.09
C -1.54455 3.61811 -2.67948 0.01 0.08 -0.06
C -0.44746 4.22529 3.08440 0.05 -0.08 0.01
N 4.35035 -0.75597 -0.84965 -0.18 0.02 -0.01
C -4.01660 -1.47054 -2.16167 -0.07 0.01 -0.01
N -0.74591 -6.15180 0.77322 -0.04 0.13 -0.12
H -1.29800 6.18581 3.14501 0.02 -0.01 0.00
H -3.51286 -3.51593 -1.74244 0.03 0.06 0.02
H -1.36229 -4.25058 2.52001 0.07 0.05 -0.03
H -1.81107 4.53652 -3.17475 0.03 -0.05 0.07
H -0.02764 -2.21081 2.94022 -0.05 -0.02 0.04
N -0.60587 1.96419 -1.52205 -0.33 -0.03 0.15
H 1.56461 -5.52864 -0.35278 0.00 0.01 0.00
H -5.06193 -1.68116 -2.35038 0.07 0.02 0.01
Se -1.80429 1.30969 5.27899 0.09 0.25 -0.10
C -1.69998 1.48350 -2.10621 0.01 -0.03 0.10
N 0.37130 3.41586 2.39428 0.14 0.17 -0.13
C -0.50344 3.29492 -1.87364 0.18 0.05 -0.11
O 1.64158 -0.41999 2.67819 0.19 0.12 -0.18
N -2.28412 2.47070 -2.81983 0.02 -0.18 0.12
C 0.30601 -2.93954 2.21442 -0.18 -0.03 0.12
Tc 0.68032 0.71347 -0.35220 1.14 -0.53 -1.11
N 0.80366 5.02178 0.77550 0.19 -0.42 -0.09
```
Forces are in eV/Å.

Values from the calculation:
Multiplicity: 2
<S²>: 0.842
Net charge: +1
Energy in eV: -334027.12375
Highest occupied orbital energy (alpha / beta) in eV: -10.23 / -10.24
Max |F| in eV Å⁻¹: 1.68
Kohn-Sham gap (alpha / beta) in eV: 5.2 / 5.3
E_LUMO (alpha / beta) in eV: -5.07 / -4.93

---

Entry 2:
Molecular formula: C21H24INO5
Method: DFT, ωB97M-V/def2-TZVPD

```
52
Properties=species:S:1:pos:R:3:forces:R:3
C 2.86123 1.28344 -1.28528 -0.58 -0.15 0.07
C -1.49365 1.06999 1.34209 -0.20 0.21 0.31
I 7.71361 1.33060 -0.40797 0.02 0.16 -0.16
O 2.49590 3.64118 -3.95242 -0.21 0.41 -0.50
C 0.08851 1.12868 -1.61421 0.00 0.02 -0.04
C -4.52719 -2.58247 1.92433 -0.13 0.15 0.07
H -4.79170 -1.68549 2.49140 0.04 -0.02 0.04
C -2.46200 -3.63320 1.32204 0.11 -0.01 0.16
O -1.90707 2.09220 0.43480 0.19 -0.01 -0.23
O -3.18100 -2.85799 2.26513 0.03 0.03 -0.14
C 0.71674 0.36897 -0.62968 0.34 -0.03 -0.04
H -4.61169 -5.51680 1.52471 0.04 0.03 0.02
O 0.07496 -0.50237 0.20241 -0.03 0.32 -0.11
H -0.52864 1.32412 3.27546 0.02 -0.14 0.12
C 2.09702 0.44819 -0.47991 0.13 -0.04 -0.03
H 4.63647 4.59135 -4.31438 -0.21 -0.02 -0.04
H -0.15790 2.55956 2.09375 0.05 0.13 0.06
H -4.37148 -4.42754 3.78792 -0.03 -0.08 -0.01
C 5.17167 3.98641 -3.60166 0.28 0.02 0.01
H 0.39458 2.57719 -3.17858 -0.16 0.02 -0.07
H -2.58152 -4.70281 1.50699 -0.04 -0.01 -0.11
H -2.34162 0.87146 2.00285 -0.12 -0.13 0.01
H -1.40556 -3.38895 1.43642 -0.01 0.01 0.00
C -5.52208 -3.69138 2.29603 0.15 -0.18 0.00
C 2.22444 2.05949 -2.25132 0.06 -0.17 0.16
C -1.27302 -0.20831 0.55348 -0.20 -0.31 0.13
H -2.76508 -3.40020 0.29700 -0.04 -0.03 -0.01
C -5.48676 -4.89009 1.35383 -0.08 -0.01 -0.08
C 4.48099 3.05669 -2.83297 0.21 0.28 -0.23
N -5.34602 -4.16180 3.67276 0.07 0.21 -0.02
C 6.52465 2.42020 -1.76083 0.05 -0.27 0.27
H 7.10760 4.84596 -4.03551 -0.08 0.13 -0.17
C 0.84540 1.96552 -2.41350 0.16 -0.01 0.09
H 2.59192 -0.14665 0.27185 0.00 -0.09 0.08
H -6.36508 -5.51528 1.51137 0.01 0.00 0.05
C 3.01253 2.97321 -3.09124 -0.07 -0.32 0.37
C -0.31557 1.49062 2.22495 -0.03 0.29 -0.18
H -5.48208 -4.57189 0.30925 0.02 0.00 0.01
C 4.33810 1.29712 -1.07499 -0.42 0.17 -0.21
H -0.97997 1.07849 -1.73938 -0.08 0.07 -0.03
H -6.52055 -3.24998 2.22402 0.01 0.07 0.00
H -1.96963 2.92278 0.91376 -0.02 0.04 0.03
H 0.62018 1.00836 1.96613 0.05 -0.15 -0.02
H -1.92931 -0.22364 -0.31511 -0.02 0.14 -0.19
H 8.28078 3.42992 -2.42255 0.12 0.05 0.01
H -1.59650 -1.03335 1.17943 0.20 -0.20 0.09
C 7.21360 3.34183 -2.54298 -0.22 -0.13 0.09
C 5.13936 2.25616 -1.88445 0.26 0.33 -0.29
H -4.60378 -2.32362 0.85970 -0.01 -0.08 -0.03
C 6.53943 4.13342 -3.46003 0.06 -0.33 0.36
O 4.81880 0.54418 -0.26871 0.40 -0.29 0.34
H -5.47204 -3.38346 4.31386 -0.09 -0.05 0.01
```
Forces are in eV/Å.

Values from the calculation:
SMILES string: C[C@@H](O)COc1ccc2c(c1)C(=O)c1c(I)cccc1C2=O.COC[C@@H](C)N
Energy in eV: -41993.78555
Highest occupied orbital energy in eV: -8.99
Max |F| in eV Å⁻¹: 0.68
Kohn-Sham gap in eV: 8.1
E_LUMO in eV: -0.93

---

Entry 3:
Molecular formula: C36H34Br4NO2PW
Method: DFT, ωB97M-V/def2-TZVPD

```
79
Properties=species:S:1:pos:R:3:forces:R:3
H 2.32284 -5.08842 -2.87368 -0.01 0.01 -0.01
Br -2.26090 -3.30883 -2.77161 0.03 0.02 0.06
H -4.39989 -0.21636 -1.57238 0.02 -0.01 0.01
N 0.84216 0.52831 2.17413 -0.06 -0.17 -0.35
C -2.90852 0.45801 1.41850 -0.26 0.37 0.09
H -2.76021 1.89752 3.85266 0.00 0.00 0.00
H 4.29442 -0.38531 -0.72618 0.08 -0.03 0.03
C -1.38889 2.40729 1.08607 -0.41 0.11 -0.02
H 1.95406 -4.71927 -0.45927 -0.02 0.02 0.01
C -1.95700 1.39304 1.94403 -0.76 0.74 -0.02
C 2.02102 1.53475 -1.64242 -0.30 -0.01 0.12
H 0.53784 -0.17737 2.84747 -0.14 -0.03 0.00
C -1.30002 -2.53631 1.17098 -0.33 -0.58 -0.70
C -2.34175 -4.70820 1.17432 -0.05 -0.17 0.04
H 3.53122 4.83516 -2.97901 0.01 -0.01 0.01
H -5.07737 -0.39894 0.03950 0.02 0.03 0.05
C 2.51098 3.88506 -1.34574 -0.03 0.01 0.07
H 5.24251 -0.00986 3.43847 0.00 -0.01 0.00
C -2.34595 0.97811 -2.32759 0.07 -0.11 -0.02
C -1.75177 -3.65238 1.86440 0.15 0.13 0.23
H 0.79643 1.41746 2.66432 -0.12 0.10 -0.06
H 1.50172 2.66874 0.10495 0.05 0.10 0.04
H 2.48124 4.77769 -0.73399 0.00 0.01 -0.02
W -0.70496 0.17260 0.49933 1.03 -2.15 0.85
H -2.02142 3.60550 -1.93195 -0.02 -0.01 0.02
H -1.66778 0.52669 3.90000 0.00 0.00 -0.01
C -2.06003 -3.51304 -0.91168 0.08 0.14 -0.27
H -3.87332 -1.54563 -0.54362 -0.02 0.01 0.00
H -4.49736 0.20025 2.81642 0.01 0.03 -0.01
C 1.96650 2.70555 -0.87616 0.05 -0.13 -0.12
Br -3.27852 -6.06418 -1.16731 0.09 0.15 0.10
H -3.17602 1.54391 -2.75802 0.00 0.03 0.02
C 2.26018 0.25967 1.89088 0.19 -0.01 -0.22
H -0.35114 3.05519 -1.94159 -0.02 0.01 -0.01
H -4.16928 -1.23392 1.84136 0.01 -0.02 0.02
C 4.51725 0.00168 2.63635 0.00 0.01 0.05
C -0.74971 3.61398 1.72177 0.21 -0.11 -0.10
C 1.69768 -2.60487 -0.67379 0.04 0.11 -0.07
Br -1.56651 -3.62634 3.73707 0.03 0.01 -0.06
C -1.56391 2.31007 -0.31709 -0.32 0.08 0.09
C 3.18536 0.24537 2.92495 -0.11 0.03 0.08
C -3.70648 -0.39713 2.35503 0.09 -0.11 -0.01
C 1.92370 -3.88329 -1.14574 0.02 -0.03 0.00
P 1.40250 0.07228 -0.73976 1.48 0.07 -0.28
H -1.42730 1.30953 -2.80769 -0.02 0.02 -0.03
C 1.67468 -1.52073 -1.55981 -0.08 0.07 0.10
C -3.09682 0.38411 0.02595 -0.19 0.39 0.00
C -1.48026 -2.45910 -0.21982 -0.15 -0.65 0.79
H 1.54447 -2.43424 0.38664 0.05 -0.08 0.03
O -1.11630 -1.29496 -0.76520 0.04 0.62 0.07
H -1.03204 2.16866 3.75435 -0.01 0.01 0.00
H 0.05909 3.35838 2.40696 -0.03 0.02 0.04
H 2.70882 0.68317 -3.50322 0.04 0.06 0.04
C 2.65523 0.02945 0.58650 -0.36 -0.01 0.05
C -2.27508 1.18260 -0.84090 -0.46 0.48 0.03
C -1.16619 3.37967 -1.29479 0.15 -0.05 -0.01
H -3.08762 -0.79889 3.15553 0.01 -0.03 -0.02
O -0.72798 -1.46618 1.72265 0.13 0.90 -0.33
H 3.62826 2.77929 -4.34126 -0.01 0.01 0.00
C 3.10656 3.91477 -2.60183 -0.02 0.00 -0.01
H 2.86935 0.41780 3.94779 0.02 0.00 -0.01
H 2.21986 -3.19089 -4.44649 -0.02 0.01 0.00
H -2.48814 -0.07422 -2.56532 0.02 0.00 0.02
C 2.62433 1.56912 -2.89307 -0.02 -0.07 -0.02
C 3.99664 -0.21190 0.30103 -0.05 0.02 0.03
C -1.82925 1.50213 3.44036 0.11 -0.14 0.02
H 1.75034 -0.92791 -3.63214 0.00 -0.07 -0.01
C 2.12842 -4.09001 -2.50528 -0.02 -0.03 0.00
C -2.48589 -4.64425 -0.22055 -0.06 -0.13 -0.04
C 3.15729 2.76246 -3.36748 0.04 0.01 -0.07
C -4.16624 -0.49275 -0.54919 0.14 -0.16 -0.10
C 1.83710 -1.73739 -2.92250 -0.17 0.07 0.00
H -0.85978 4.29973 -0.81245 0.01 0.00 0.00
H -1.50572 4.15295 2.29526 0.02 -0.02 0.04
Br -2.95469 -6.21013 2.12671 0.07 0.15 -0.09
H -0.33649 4.29723 0.98986 0.02 -0.01 0.00
C 2.07416 -3.02424 -3.38765 0.01 -0.01 -0.06
C 4.92404 -0.22482 1.32634 0.05 -0.02 -0.12
H 5.96622 -0.41266 1.10625 -0.01 0.00 0.02
```
Forces are in eV/Å.

Values from the calculation:
Multiplicity: 3
<S²>: 2.012
Net charge: +2
Energy in eV: -334741.07249
Highest occupied orbital energy (alpha / beta) in eV: -12.93 / -13.10
Max |F| in eV Å⁻¹: 2.52
Kohn-Sham gap (alpha / beta) in eV: 6.8 / 5.0
E_LUMO (alpha / beta) in eV: -6.15 / -8.12